DFT (ωB97M-V with the def2-TZVPD basis set) results for a structure of composition C23H21Br4NO6Si2W.

CARTESIAN COORDINATES (ANGSTROEM)
1 W 0.1329 -0.1985 -0.5489
2 O 3.8970 -1.6069 -1.6332
3 C 2.8178 -0.8643 -1.4250
4 O 1.8900 -1.2932 -0.6640
5 C 2.6811 0.4208 -1.9716
6 C 3.5488 1.1561 -2.8142
7 C 3.2207 2.4246 -3.1801
8 C 2.0019 3.0058 -2.7050
9 C 1.2118 2.2555 -1.8978
10 N 1.5121 0.9953 -1.5333
11 C -0.0880 2.6219 -1.2658
12 O -0.6314 3.8081 -1.3746
13 O -0.6416 1.7804 -0.5684
14 H 3.7737 -2.4412 -1.1581
15 H 4.4644 0.6903 -3.1534
16 H 3.8732 2.9947 -3.8255
17 H 1.7291 4.0155 -2.9858
18 H -0.1019 4.3960 -1.9286
19 Br -2.8715 -5.4958 -4.0263
20 C -2.3256 -3.7756 -3.4910
21 C -2.6697 -2.6527 -4.2524
22 Br -3.6838 -2.8344 -5.8288
23 C -2.2587 -1.3821 -3.8479
24 Br -2.6629 0.1897 -4.8009
25 C -1.5124 -1.2441 -2.6899
26 O -1.0500 -0.0853 -2.2069
27 C -1.1662 -2.3614 -1.9370
28 O -0.4444 -2.0972 -0.8462
29 C -1.5709 -3.6288 -2.3261
30 Br -1.0331 -5.0728 -1.2484
31 C -3.2200 0.3470 0.7997
32 Si -1.6956 -0.6279 1.2559
33 C -2.2043 -2.4096 1.4164
34 C -1.0973 -0.1120 2.9622
35 C -1.8822 -0.3292 4.1031
36 C -1.4111 -0.0232 5.3691
37 C -0.1362 0.5122 5.5199
38 C 0.6451 0.7441 4.3996
39 C 0.1766 0.4376 3.1148
40 Si 1.1952 0.8206 1.5905
41 C 1.2919 2.7003 1.5316
42 C 2.9575 0.2498 1.8639
43 H -4.0409 0.0484 1.4584
44 H -3.5211 0.1525 -0.2331
45 H -3.0577 1.4212 0.9075
46 H -2.8518 -2.5043 2.2932
47 H -1.3407 -3.0622 1.5465
48 H -2.7588 -2.7589 0.5420
49 H -2.8799 -0.7477 4.0050
50 H -2.0304 -0.2068 6.2389
51 H 0.2422 0.7475 6.5075
52 H 1.6332 1.1771 4.5307
53 H 1.7551 3.0454 2.4606
54 H 0.3015 3.1566 1.4686
55 H 1.9072 3.0763 0.7046
56 H 3.3746 0.7634 2.7349
57 H 3.5928 0.4874 1.0037
58 H 3.0129 -0.8266 2.0394

Forces on the atoms, in the same order (eV/Å):
-0.93 -2.17 -1.68
0.09 -0.08 -0.10
0.13 0.55 0.05
0.22 -0.19 0.35
0.14 -0.12 0.14
0.12 -0.10 -0.03
-0.21 0.11 0.05
0.35 0.26 -0.29
-0.67 -0.12 0.29
0.50 0.72 0.05
0.56 0.04 -0.19
-0.09 0.13 -0.09
-0.34 0.35 0.23
0.02 -0.04 0.00
-0.01 0.02 0.02
-0.01 0.01 0.01
0.03 -0.04 -0.03
0.04 -0.02 -0.02
0.00 -0.01 0.00
-0.01 0.06 -0.02
0.03 -0.02 0.04
0.00 -0.02 0.00
-0.07 0.04 -0.01
-0.01 -0.02 -0.01
0.03 0.28 0.01
-0.05 -0.06 0.14
0.03 -0.02 0.24
-0.11 0.12 0.08
0.03 -0.03 -0.02
-0.03 -0.01 -0.03
-0.17 0.19 -0.14
0.51 0.37 0.50
-0.07 -0.28 -0.08
-0.18 -0.03 0.22
-0.01 0.03 -0.02
0.00 -0.01 -0.03
0.02 0.00 -0.04
-0.06 0.03 0.01
0.16 0.06 0.30
-0.28 -0.04 0.07
0.08 0.22 -0.05
0.24 -0.11 -0.01
-0.02 0.05 -0.02
-0.03 0.00 0.02
-0.02 -0.03 -0.01
0.00 -0.04 -0.02
-0.03 -0.01 0.03
0.02 0.00 0.03
0.03 -0.01 -0.01
0.01 0.01 -0.01
-0.01 0.00 -0.01
-0.02 -0.03 -0.01
0.00 0.05 -0.03
0.04 0.01 0.04
-0.02 -0.02 0.05
0.05 -0.04 -0.02
-0.01 0.00 0.05
0.00 0.03 0.00

Properties
Spin multiplicity: 3
Kohn-Sham gap (alpha / beta) (Eh): 0.20744 / 0.23594
Expectation value of S²: 2.023
E_LUMO (alpha / beta) (eV): -1.2 / -1.5
Relative energy (zero: lowest compared OMol25 entry of this formula, charge and spin) (kJ/mol): 14.4

Atomic partial charges in e from the natural (NBO) method, atoms 1 to 8:
1. W 1.42
2. O -0.64
3. C 0.69
4. O -0.64
5. C -0.04
6. C -0.14
7. C -0.21
8. C -0.23

DFT (ωB97M-V with the def2-TZVPD basis set) results for an isolated molecule of C23H21BrN2O4.

CARTESIAN COORDINATES (ANGSTROEM)
1 O 3.2819 -3.1507 2.9398
2 C 2.5003 -3.2496 2.0237
3 N 2.6891 -2.7246 0.7974
4 H 1.9886 -2.8663 0.0853
5 C 3.7670 -1.8176 0.4930
6 H 4.3223 -2.1754 -0.3796
7 H 4.4309 -1.8091 1.3587
8 C 3.2557 -0.3909 0.1964
9 C 2.6993 0.3037 1.4406
10 H 2.0403 1.1191 1.1381
11 C 3.9698 0.8653 2.0769
12 H 4.4205 0.1259 2.7379
13 C 4.8682 1.1341 0.8610
14 H 4.8830 2.1952 0.5908
15 O 4.3203 0.4240 -0.2457
16 H 5.8988 0.8036 1.0286
17 H 3.7817 1.7704 2.6491
18 H 2.1555 -0.3721 2.0964
19 H 2.5272 -0.4416 -0.6239
20 C 1.1947 -4.0487 2.1596
21 H 0.8575 -3.9596 3.1968
22 H 1.3746 -5.0974 1.9158
23 O 0.1827 -3.6063 1.2633
24 C -0.2566 -2.3522 1.4691
25 O 0.1391 -1.6546 2.3674
26 C -1.1994 -1.8811 0.4192
27 C -1.0338 -0.5791 0.0109
28 C -1.8471 -0.0579 -1.0200
29 N -2.7645 -0.7889 -1.6089
30 C -2.9728 -2.0531 -1.2108
31 C -3.9945 -2.7863 -1.8524
32 C -4.2620 -4.0717 -1.4756
33 C -3.5272 -4.6767 -0.4437
34 C -2.5261 -3.9968 0.1952
35 C -2.2127 -2.6758 -0.1759
36 H -1.9696 -4.4685 0.9895
37 H -3.7612 -5.6896 -0.1519
38 H -5.0464 -4.6306 -1.9638
39 H -4.5524 -2.2928 -2.6324
40 C -1.6842 1.3200 -1.5043
41 C -1.0990 2.3063 -0.7139
42 C -0.9593 3.5852 -1.2191
43 C -1.3901 3.9165 -2.4923
44 C -1.9842 2.9357 -3.2696
45 C -2.1321 1.6511 -2.7834
46 H -2.5936 0.8805 -3.3796
47 H -2.3307 3.1826 -4.2616
48 H -1.2672 4.9216 -2.8647
49 Br -0.1495 4.9241 -0.1286
50 H -0.7762 2.0947 0.2935
51 H -0.2560 0.0141 0.4646

Forces on the atoms, in the same order (eV/Å):
0.14 -0.04 0.37
-0.51 -0.26 -0.23
-0.08 0.17 -0.45
0.01 -0.08 0.15
0.22 0.38 -0.17
0.02 0.05 0.12
0.03 -0.01 -0.11
-0.24 -0.37 0.15
0.09 -0.07 -0.16
-0.07 0.00 -0.01
0.07 -0.04 -0.16
0.00 0.02 0.05
0.23 0.30 0.18
0.04 -0.09 0.05
0.01 -0.13 -0.15
-0.08 0.07 0.00
0.02 0.00 0.06
-0.05 0.02 0.01
0.02 0.01 0.09
0.35 0.02 0.63
0.11 -0.01 -0.19
-0.03 0.13 0.01
-0.21 -0.10 -0.35
0.15 0.27 0.34
-0.13 -0.21 -0.08
-0.12 0.47 -0.27
-0.02 -0.48 0.17
-0.19 -0.52 0.04
0.06 0.59 -0.14
0.23 -0.56 0.44
-0.09 -0.24 0.05
-0.06 0.21 -0.18
0.21 0.00 0.23
-0.15 -0.32 0.02
-0.09 0.32 -0.30
0.00 -0.06 0.01
0.00 -0.08 0.05
-0.07 -0.02 -0.06
-0.05 0.06 -0.08
0.05 0.52 -0.26
-0.03 -0.05 -0.07
0.11 0.22 0.09
0.06 0.06 0.14
0.00 -0.02 0.03
0.05 -0.07 0.09
-0.04 -0.04 -0.06
-0.02 0.01 -0.09
0.01 0.07 -0.01
-0.10 -0.17 -0.13
0.05 -0.01 0.08
0.06 0.07 0.05

Properties
Spin multiplicity: 1
Kohn-Sham gap (Eh): 0.30050
SMILES string: O=C(COC(=O)c1cc(-c2cccc(Br)c2)nc2ccccc12)NC[C@H]1CCCO1
E_LUMO (eV): -0.7
Relative energy (zero: lowest compared OMol25 entry of this formula, charge and spin) (kJ/mol): 0.0

Atomic partial charges in e from the natural (NBO) method, atoms 1 to 8:
1. O -0.61
2. C 0.66
3. N -0.62
4. H 0.40
5. C -0.26
6. H 0.21
7. H 0.23
8. C 0.10

DFT (ωB97M-V with the def2-TZVPD basis set) results for a structure of composition C23H21ClF6N4PSTi.

CARTESIAN COORDINATES (ANGSTROEM)
1 Ti -0.5749 0.4447 -0.9146
2 N -2.6854 -0.5378 -0.6335
3 N -3.7420 -0.3121 -1.5234
4 C -3.4988 0.3149 -2.6961
5 N -4.5431 0.3939 -3.5401
6 S -2.0122 0.9648 -3.0829
7 H -2.3865 -1.5115 -0.6519
8 H -2.9666 -0.2858 0.3071
9 H -4.5733 -0.8754 -1.4214
10 H -5.4809 0.1704 -3.2542
11 H -4.4157 0.9200 -4.3866
12 C 0.5033 -3.5852 -2.6780
13 C 1.0199 -4.2541 -1.5728
14 C 0.9878 -3.6428 -0.3319
15 C 0.4419 -2.3635 -0.2026
16 C -0.0599 -1.6527 -1.3011
17 C -0.0234 -2.3077 -2.5344
18 C 0.3225 -1.7097 1.1200
19 C 1.1017 -2.1254 2.2296
20 C 0.8842 -1.5724 3.4485
21 C -0.1584 -0.6312 3.6132
22 C -0.5153 -0.1218 4.8800
23 C -1.5740 0.7303 5.0126
24 C -2.3044 1.1098 3.8717
25 C -1.9574 0.6540 2.6304
26 C -0.8670 -0.2264 2.4616
27 N -0.5671 -0.7271 1.2139
28 H 0.5212 -4.0601 -3.6517
29 H 1.4367 -5.2472 -1.6781
30 H 1.3679 -4.1785 0.5292
31 H -0.3932 -1.7967 -3.4192
32 H 1.8763 -2.8631 2.0851
33 H 1.4803 -1.8596 4.3064
34 H 0.0584 -0.4345 5.7440
35 H -1.8511 1.1140 5.9850
36 H -3.1385 1.7917 3.9713
37 H -2.4957 1.0114 1.7657
38 Cl 2.4468 3.6412 -2.6609
39 C 3.0101 2.2909 -1.7095
40 C 4.1965 2.4745 -1.0140
41 C 4.7474 1.4316 -0.2904
42 C 4.1073 0.2004 -0.2880
43 C 2.9175 0.0389 -0.9752
44 C 2.3113 1.0793 -1.6922
45 C 0.9887 0.8594 -2.3495
46 H 4.6840 3.4389 -1.0548
47 H 5.6717 1.5787 0.2522
48 H 4.5339 -0.6360 0.2518
49 H 2.4274 -0.9265 -0.9694
50 H 1.0556 0.0384 -3.0639
51 H 0.6933 1.7512 -2.9056
52 F 0.5108 1.8057 0.4898
53 P -0.4123 3.2289 0.4175
54 F -0.1813 3.1998 -1.1703
55 F -1.7012 2.1415 0.1052
56 F 0.8774 4.0982 0.6526
57 F -0.6945 3.0769 1.9728
58 F -1.4078 4.4505 0.3010

Forces on the atoms, in the same order (eV/Å):
-0.15 -0.08 -0.15
-0.17 -0.03 -0.03
0.01 -0.05 0.02
0.00 0.12 0.04
0.02 -0.06 0.03
0.20 -0.13 0.02
0.00 0.03 0.00
-0.06 -0.02 0.00
0.03 0.00 0.01
0.00 0.00 0.00
-0.01 0.01 0.01
-0.01 0.01 0.05
-0.02 0.03 -0.04
-0.01 -0.02 0.04
-0.06 0.00 0.04
-0.08 0.24 0.10
0.00 -0.04 -0.03
-0.05 0.06 -0.12
0.01 -0.04 0.03
-0.01 0.01 -0.02
0.01 0.01 -0.01
0.00 -0.01 0.01
0.01 0.00 0.00
0.00 -0.01 -0.02
0.00 0.00 -0.01
-0.02 -0.07 0.06
0.18 -0.06 0.03
0.00 0.00 0.00
0.00 0.00 0.00
0.00 -0.01 0.00
0.01 0.00 0.00
0.00 0.00 -0.01
0.00 0.00 0.00
0.00 0.00 0.00
0.00 0.00 0.00
0.00 0.00 0.01
0.01 -0.01 0.05
0.01 0.00 -0.02
0.00 -0.03 0.03
0.01 0.00 0.01
0.00 0.00 0.00
-0.01 0.00 0.00
0.03 -0.03 0.01
-0.08 -0.01 -0.03
0.21 0.21 -0.07
0.00 0.01 0.00
0.01 0.00 0.00
0.00 -0.01 0.00
0.01 0.00 -0.02
-0.05 -0.06 0.06
0.02 -0.01 -0.02
-0.03 0.04 -0.06
0.12 0.09 -0.02
-0.09 0.04 0.05
0.05 -0.09 0.00
-0.05 0.01 0.02
0.00 -0.01 -0.04
0.00 -0.03 0.00

Properties
Spin multiplicity: 2
Kohn-Sham gap (alpha / beta) (Eh): 0.25305 / 0.25919
Expectation value of S²: 0.757
E_LUMO (alpha / beta) (eV): -0.4 / -0.4
Relative energy (zero: lowest compared OMol25 entry of this formula, charge and spin) (kJ/mol): 67.5

Atomic partial charges in e from the Mulliken method, atoms 1 to 8:
1. Ti 0.10
2. N -0.04
3. N -0.73
4. C 0.69
5. N -0.45
6. S -0.44
7. H 0.42
8. H 0.38

DFT (ωB97M-V with the def2-TZVPD basis set) results for a structure of composition C23H21FeN7.

CARTESIAN COORDINATES (ANGSTROEM)
1 Fe -0.0415 0.3790 -0.4483
2 C 1.2050 -0.7612 2.1999
3 N -0.0625 -0.1256 1.8224
4 C -1.3057 -0.8110 2.1920
5 C -2.0434 -1.2306 0.9597
6 N -1.6838 -0.8809 -0.2567
7 C -2.5737 -1.5144 -1.1324
8 C -2.6190 -1.5377 -2.5226
9 C -3.5999 -2.3094 -3.1089
10 C -4.5223 -3.0343 -2.3376
11 C -4.4878 -3.0143 -0.9585
12 C -3.4892 -2.2431 -0.3782
13 N -3.1146 -2.0368 0.9493
14 C 1.9482 -1.2035 0.9763
15 N 1.5960 -0.8772 -0.2492
16 C 2.5016 -1.5125 -1.1066
17 C 2.5636 -1.5510 -2.4957
18 C 3.5623 -2.3152 -3.0613
19 C 4.4848 -3.0187 -2.2705
20 C 4.4333 -2.9840 -0.8922
21 C 3.4180 -2.2194 -0.3326
22 N 3.0282 -1.9982 0.9880
23 H 1.0379 -1.6216 2.8504
24 H 1.8246 -0.0570 2.7593
25 H -0.0877 0.8161 2.1858
26 H -1.9392 -0.1490 2.7857
27 H -1.1043 -1.6901 2.8067
28 H -1.9097 -0.9768 -3.1193
29 H -3.6609 -2.3664 -4.1870
30 H -5.2736 -3.6296 -2.8376
31 H -5.2010 -3.5707 -0.3657
32 H -3.5840 -2.4126 1.7583
33 H 1.8538 -1.0067 -3.1067
34 H 3.6379 -2.3826 -4.1378
35 H 5.2505 -3.6088 -2.7546
36 H 5.1470 -3.5246 -0.2857
37 H 3.4945 -2.3552 1.8071
38 N -0.1176 4.4953 -0.9597
39 C -0.0847 3.1860 -1.2033
40 N 0.0379 2.4644 -0.0976
41 C 0.1029 3.3941 0.9530
42 C 0.2694 3.2526 2.3327
43 C 0.2967 4.3940 3.1037
44 C 0.1713 5.6723 2.5376
45 C 0.0248 5.8343 1.1789
46 C -0.0024 4.6765 0.4102
47 H -0.1987 5.2282 -1.6474
48 H -0.1545 2.7837 -2.2030
49 H 0.4052 2.2947 2.8162
50 H 0.4254 4.3048 4.1739
51 H 0.2017 6.5406 3.1806
52 H -0.0608 6.8144 0.7290

Forces on the atoms, in the same order (eV/Å):
0.04 -0.27 1.41
0.07 -0.03 -0.05
-0.01 0.38 -0.16
-0.08 -0.05 -0.05
-0.08 -0.18 -0.02
0.30 0.37 -0.45
-0.02 -0.05 0.06
0.03 0.07 0.02
0.00 0.00 -0.03
0.01 0.00 0.02
-0.06 0.00 0.05
0.09 0.00 -0.02
-0.12 0.00 -0.01
0.07 -0.15 -0.02
-0.28 0.34 -0.37
0.02 -0.04 0.07
-0.03 0.07 0.01
0.00 0.00 -0.03
-0.01 0.00 0.01
0.06 0.00 0.05
-0.09 0.00 -0.02
0.11 -0.01 0.00
-0.01 0.01 0.03
-0.01 0.01 0.02
-0.04 -0.16 0.10
0.01 0.01 0.02
0.02 0.00 0.03
-0.01 -0.03 -0.03
-0.01 0.02 0.01
-0.01 0.02 0.00
0.02 -0.02 -0.01
0.04 -0.01 0.01
0.01 -0.03 -0.03
0.01 0.02 0.01
0.01 0.02 0.00
-0.02 -0.02 -0.01
-0.04 -0.02 0.01
0.01 0.10 0.07
-0.03 0.11 0.07
-0.03 -0.49 -0.71
0.03 0.03 -0.01
0.00 -0.05 -0.03
0.00 0.00 0.05
0.01 -0.04 -0.02
0.00 0.08 -0.04
0.00 -0.09 0.02
-0.01 -0.05 -0.06
-0.01 0.03 -0.01
0.05 0.11 0.06
0.00 0.00 -0.01
-0.01 0.00 -0.01
0.00 -0.01 0.02

Properties
Spin multiplicity: 5
Kohn-Sham gap (alpha / beta) (Eh): 0.33126 / 0.29418
Expectation value of S²: 6.008
E_LUMO (alpha / beta) (eV): -5.2 / -6.2
Total charge: +2

Atomic partial charges in e from the natural (NBO) method, atoms 1 to 8:
1. Fe 1.55
2. C -0.27
3. N -0.67
4. C -0.27
5. C 0.42
6. N -0.67
7. C 0.14
8. C -0.23

Calculated max |F| in order - 2.9, 0.7, 0.3, 1.4 eV/Å